Computed, not measured: an isolated ion of composition C13H13IP and charge +1, with the ωB97M-V functional and the def2-TZVPD basis.

Results
HOMO   -12.9 eV
Total charge   +1

Each line ends with the natural charge from an NBO analysis.
Positions of all 28 atoms, in Å:
I -1.512 -1.213 3.055  0.103
P -0.109 -0.816 1.149  1.078
C -2.313 0.087 -2.509  -0.168
C 1.054 -2.289 1.004  -0.905
C -1.406 -0.851 -0.657  -0.049
C 1.879 3.312 1.437  -0.147
C 2.620 2.254 0.856  -0.206
C -0.005 1.888 1.813  -0.183
C 0.712 0.818 1.279  -0.417
C 2.074 0.989 0.838  -0.182
C -2.103 -2.004 -0.747  -0.301
C -3.142 -0.974 -2.645  -0.212
C -3.006 -2.031 -1.787  -0.161
C 0.586 3.084 1.960  -0.197
C -1.251 0.091 -1.606  -0.274
H -3.766 -2.933 -1.878  0.239
H -3.943 -1.055 -3.409  0.246
H 0.384 -3.052 1.356  0.261
H 3.697 2.562 0.426  0.257
H -2.121 -2.922 -0.095  0.252
H -0.878 1.727 2.330  0.225
H 0.101 3.909 2.469  0.238
H -0.575 0.953 -1.358  0.251
H 2.555 0.269 0.266  0.223
H -2.360 0.898 -3.215  0.235
H 2.245 4.424 1.535  0.248
H 1.329 -2.448 -0.085  0.276
H 1.929 -2.062 1.605  0.267

***

Computed, not measured: a 10-piece molecular cluster, C18H54BF4O18 overall, with the ωB97M-V functional and the def2-TZVPD basis.

Results
HOMO   -7.7 eV
Total charge   -1

Each line ends with the Löwdin charge.
Positions of all 95 atoms, in Å:
F -1.409 1.890 -0.282  0.100
F 0.534 0.839 -0.742  0.171
F -1.149 -0.307 0.179  0.173
F -0.114 1.289 1.443  0.104
O -1.195 -2.472 -3.848  -0.089
O -5.842 -1.669 -2.031  -0.071
O -0.344 -2.195 2.058  -0.072
O 2.788 3.306 -2.513  -0.083
O -3.312 -0.273 -3.747  -0.080
O 2.198 -4.300 -2.904  -0.056
O 0.396 2.701 6.053  -0.088
O 0.569 -2.187 4.659  -0.051
O 4.943 1.592 -1.757  -0.098
O -4.241 0.865 -1.318  -0.088
O 4.092 1.928 3.375  -0.069
O -2.892 -3.450 0.849  -0.076
O 2.727 -0.631 1.099  -0.081
O 0.447 4.332 -1.555  -0.069
O 3.114 -2.600 -0.909  -0.065
O -1.220 5.985 0.078  -0.071
O -1.961 2.097 3.284  -0.041
O -2.892 -5.770 -0.665  -0.048
C -5.081 0.045 -0.444  -0.201
C -2.649 -4.525 -1.240  -0.263
C -0.537 3.050 5.033  -0.257
C 1.958 -2.258 -1.641  -0.237
C 3.102 1.268 2.588  -0.255
C -1.107 -1.024 -3.929  -0.214
C -5.037 -1.392 -0.857  -0.230
C 3.206 2.169 -3.324  -0.198
C 2.166 -2.878 -3.020  -0.243
C 3.692 0.142 1.802  -0.232
C 0.812 -2.970 2.396  -0.218
C -2.061 -0.362 -3.019  -0.232
C 0.039 5.507 0.563  -0.232
C 1.495 -2.369 3.600  -0.241
C -1.958 -3.605 -0.218  -0.244
C -0.984 1.805 4.257  -0.268
C 0.966 5.269 -0.603  -0.230
C 3.761 1.086 -2.409  -0.238
B -0.501 0.891 0.140  -1.352
H -0.974 -3.985 0.052  0.117
H -1.833 -2.675 -0.793  0.086
H 0.998 -2.686 -1.288  0.123
H -0.251 3.810 -1.168  0.059
H 0.116 1.787 6.327  0.097
H -3.972 -1.683 -0.951  0.101
H -1.966 -4.716 -2.067  0.112
H 1.873 -1.168 -1.697  0.092
H -6.072 0.414 -0.528  0.103
H -3.007 -5.664 0.272  0.067
H -5.317 -1.397 -2.798  0.063
H 1.137 6.178 -1.129  0.112
H -1.659 5.231 -0.359  0.089
H 2.023 -0.031 0.810  0.073
H -1.770 0.671 -2.749  0.129
H 2.314 1.758 -3.825  0.119
H 3.364 -1.921 -0.290  0.040
H -1.372 -0.770 -4.949  0.117
H -2.400 -3.008 1.579  0.087
H -1.458 2.232 2.487  0.044
H -2.127 -2.681 -3.586  0.088
H -0.151 4.505 1.047  0.131
H 4.918 1.944 2.880  0.079
H 4.174 -0.516 2.564  0.141
H 0.468 -3.957 2.664  0.118
H -1.389 3.587 5.463  0.114
H 2.354 0.980 3.380  0.132
H 3.023 0.697 -1.662  0.102
H -3.817 0.444 -3.350  0.061
H 1.943 -1.443 3.201  0.094
H -1.471 1.186 5.004  0.114
H -0.085 -0.783 -3.705  0.100
H 0.502 6.240 1.217  0.121
H 3.937 2.466 -4.078  0.119
H -0.089 -1.612 4.302  0.052
H -3.475 1.077 -0.771  0.057
H -0.128 -1.385 1.582  0.063
H 3.134 -2.570 -3.430  0.114
H 1.930 4.914 -0.190  0.124
H -5.552 -1.908 0.017  0.142
H 3.018 -4.640 -3.278  0.081
H -3.492 -4.028 -1.748  0.113
H 2.645 2.040 1.927  0.128
H 1.463 -2.525 -3.749  0.085
H -0.053 3.775 4.366  0.116
H 4.662 2.497 -1.474  0.086
H 2.232 -3.049 3.979  0.117
H -0.055 1.275 3.934  0.115
H -4.740 0.218 0.582  0.128
H 1.930 3.181 -2.130  0.031
H 1.547 -3.047 1.563  0.123
H -2.109 -0.845 -2.048  0.088
H 4.422 0.513 1.096  0.116
H 4.136 0.254 -2.989  0.111

***

Taking the records one at a time from the top gives molar mass values of 327.1, 645.4 g/mol.